[1]
Formula: C22H24F4IrN7O4
Source: the Open Molecules 2025 dataset
Level of theory: the ωB97M-V functional and the def2-TZVPD basis

Last column: Mulliken charge in e.
Element x y z (Å)
Ir -0.17641 0.17105 -0.54557  2.156
O 0.76006 -1.68681 3.23128  -0.506
C 0.08565 -0.79232 2.75979  0.204
O -1.19207 -1.68423 0.89595  -0.359
C 0.62686 0.56833 2.55833  0.222
C 1.51093 1.08468 3.50916  -0.790
C 2.07888 2.32870 3.30147  -0.580
C 1.76647 3.02814 2.14224  -0.522
C 0.92571 2.41933 1.22419  0.450
N 0.38427 1.22632 1.41584  0.004
C 0.62653 3.10592 -0.13823  0.298
O 0.78429 4.29741 -0.22733  -0.645
O 0.26892 2.28798 -1.03953  -0.735
H 1.72784 0.49935 4.38795  0.528
H 2.76224 2.74741 4.02533  0.458
H 2.15838 4.00752 1.92139  0.548
C 1.30292 0.36859 -3.40490  -1.211
N 1.68722 -0.18878 -2.11872  0.548
C 2.84201 0.51361 -1.57660  -1.199
C 1.91999 -1.62939 -2.21130  -0.912
C 1.91791 -2.29341 -0.82469  -0.946
N 0.77831 -1.77944 -0.12307  -0.018
C -0.06133 -2.44691 0.65083  -0.417
C -1.32098 -1.12212 2.22151  1.577
F -2.05582 0.00782 2.04341  -0.364
C -2.02668 -2.11812 3.08803  -0.398
F -2.93440 -1.60549 3.92469  -0.286
C -1.76568 -3.45552 3.09018  -0.608
C -0.83115 -4.14735 2.30688  0.132
F -0.69035 -5.44279 2.61408  -0.281
C 0.02946 -3.68039 1.29305  0.856
F 1.02412 -4.50479 0.91841  -0.297
H 0.48983 -0.21605 -3.83051  0.435
H 2.15012 0.35960 -4.10178  0.387
H 0.97050 1.39876 -3.26560  0.282
H 3.73688 0.29070 -2.16890  0.286
H 3.02702 0.21687 -0.54569  0.315
H 2.66448 1.58554 -1.61215  0.371
H 2.86804 -1.82939 -2.72648  0.445
H 1.09826 -2.05723 -2.78856  0.348
H 2.83785 -2.05992 -0.27545  0.365
H 1.86695 -3.37815 -0.94566  0.462
H -2.31024 -4.06703 3.79856  0.526
C -5.77514 -0.35208 -3.96889  -1.399
C -5.19713 -1.71543 -4.33642  0.707
C -4.22056 -1.61028 -5.50560  -1.445
C -4.53867 -2.39868 -3.11758  -1.282
N -3.34044 -1.72964 -2.70200  0.847
C -3.14692 -0.68402 -1.88105  -0.403
N -1.84871 -0.43564 -1.86137  -0.571
N -1.28323 -1.33276 -2.67064  0.605
N -2.15619 -2.09421 -3.16930  -1.129
H -6.29127 0.06434 -4.82860  0.406
H -4.99283 0.34591 -3.67574  0.298
H -6.49472 -0.44537 -3.15861  0.371
H -6.02143 -2.37581 -4.62417  0.346
H -3.45417 -0.86234 -5.31485  0.277
H -4.75214 -1.31351 -6.40548  0.435
H -3.73288 -2.56313 -5.69737  0.377
H -4.24236 -3.41573 -3.38963  0.384
H -5.24340 -2.42858 -2.28224  0.447
H -3.90765 -0.15761 -1.34316  0.603

Forces on atoms 1 to 6 (eV/Å):
1.1 1.0 0.6
-0.7 0.8 -0.1
0.6 -0.7 -0.1
-0.1 -0.3 0.5
1.1 0.9 0.5
-0.6 -0.4 -0.2

Computed properties:
- net charge = +1
- E_HOMO (alpha / beta) (eV) = -10.20 / -11.37
- multiplicity = 6
- frontier orbital gap (alpha / beta) (Ha) = 0.2391 / 0.1958

[2]
Formula: C4H6N2S
Source: the Open Molecules 2025 dataset
Level of theory: the ωB97M-V functional and the def2-TZVPD basis

Last column: Mulliken charge in e.
Element x y z (Å)
S 3.30226 0.08531 -0.04743  -0.300
C 2.07948 -0.92089 0.01596  -0.175
C 0.64991 -0.48737 -0.01155  0.398
N -0.17306 -1.43289 -0.08550  -0.540
N -1.35253 -0.84542 0.04746  -0.065
C -1.43658 0.70887 -0.07066  -0.441
C 0.12219 0.95775 0.03636  -0.444
H 2.15001 -2.05684 0.28545  0.276
H -2.25430 -1.39862 -0.17957  0.253
H -2.15947 1.09585 -0.92658  0.253
H -1.88122 1.11211 0.88250  0.192
H 0.58814 1.51829 -0.79925  0.290
H 0.36517 1.66385 0.85280  0.301

Forces on atoms 1 to 6 (eV/Å):
1.2 0.6 -0.1
-2.2 -1.5 1.1
4.7 1.1 0.3
-1.9 0.4 0.3
-5.8 0.0 -0.8
0.0 -1.0 0.8

Computed properties:
- energy above the lowest of the compared OMol25 structures with the same formula, charge and spin (kcal per mole) = 68.6
- net charge = 0
- E_HOMO (eV) = -8.29
- SMILES string = S=CC1=NNCC1
- multiplicity = 1
- frontier orbital gap (Ha) = 0.2980

[3]
Formula: C6H7N3O4S
Source: the Open Molecules 2025 dataset
Level of theory: the ωB97M-V functional and the def2-TZVPD basis

Last column: Mulliken charge in e.
Element x y z (Å)
O 1.67697 -1.57615 0.91687  -0.611
N 2.67855 -1.09326 0.44252  1.199
O 3.61554 -1.64900 -0.09096  -0.669
N 2.84704 0.28326 0.62923  -0.329
N 1.81335 1.07598 1.03398  -0.361
S 0.82903 1.63394 -0.36298  1.342
O 1.61634 1.46317 -1.51978  -0.624
O 0.46796 2.96983 -0.05000  -0.663
C -0.59248 0.54053 -0.35271  0.291
C -1.65511 0.86748 0.58501  -0.682
C -2.66625 -0.00734 0.72200  -0.427
C -2.69904 -1.09545 -0.13173  -0.304
C -1.85454 -1.25942 -1.16390  -0.659
C -0.68683 -0.48039 -1.23770  -0.089
H 3.76998 0.57568 0.13099  0.295
H 1.35847 0.44928 1.64442  0.381
H -1.62488 1.74618 1.12113  0.512
H -3.49348 0.10517 1.35729  0.446
H -3.67123 -1.68795 -0.04728  0.246
H -1.97707 -1.98931 -1.93404  0.397
H 0.24768 -0.87220 -1.69239  0.308

Forces on atoms 1 to 6 (eV/Å):
-0.3 -0.3 -0.1
0.5 1.1 0.1
-0.4 -0.1 0.1
3.5 -0.4 -1.5
0.9 0.6 -2.1
-0.6 -0.1 1.4

Computed properties:
- energy above the lowest of the compared OMol25 structures with the same formula, charge and spin (kcal per mole) = 14.2
- net charge = 0
- E_HOMO (eV) = -10.02
- SMILES string = O=[N+]([O-])NNS(=O)(=O)c1ccccc1
- multiplicity = 1
- frontier orbital gap (Ha) = 0.3705

[4]
Formula: C3H4N2O
Source: the Open Molecules 2025 dataset
Level of theory: the ωB97M-V functional and the def2-TZVPD basis

Last column: Mulliken charge in e.
Element x y z (Å)
C 0.47137 -1.84702 -0.47652  -0.576
C 0.42172 -0.58809 -0.14195  0.307
C -0.07617 0.60319 0.09394  0.096
N 0.50399 1.81195 0.47623  -0.514
N -1.51853 0.77648 -0.12575  -0.014
O -2.10687 -0.17513 -0.56044  -0.294
H 0.30326 -2.64175 0.24757  0.236
H 0.66277 -2.14573 -1.50498  0.239
H 1.32037 1.72988 1.06396  0.242
H -0.18716 2.42606 0.88991  0.278

Forces on atoms 1 to 6 (eV/Å):
0.0 0.2 0.0
-0.3 -0.1 0.0
0.1 -0.2 -0.1
0.0 0.0 0.1
-0.3 -0.5 -0.2
0.1 0.6 0.2

Computed properties:
- energy above the lowest of the compared OMol25 structures with the same formula, charge and spin (kcal per mole) = 107.5
- net charge = 0
- E_HOMO (alpha / beta) (eV) = -8.80 / -8.80
- SMILES string = C=C=C(N)N=O
- multiplicity = 1
- frontier orbital gap (alpha / beta) (Ha) = 0.3084 / 0.3083

[5]
Formula: C8H16O4Pd
Source: the Open Molecules 2025 dataset
Level of theory: the ωB97M-V functional and the def2-TZVPD basis

Last column: Mulliken charge in e.
Element x y z (Å)
C -2.34960 -0.46197 1.63090  -0.826
H -2.71383 0.57523 1.61881  0.272
H -3.08874 -1.11725 2.10383  0.420
O 1.61882 1.86093 0.60146  -0.533
C 1.56561 1.89564 1.98565  -0.194
C 1.04335 0.58615 2.56717  -0.569
O -0.11163 0.25837 1.77046  -0.437
C -1.06231 -0.59419 2.25848  -0.207
Pd 0.25801 0.65603 -0.10369  1.256
H 0.88315 2.70500 2.31712  0.301
H 2.55600 2.07745 2.44541  0.364
H 0.74858 0.69122 3.61981  0.418
H 1.75841 -0.24380 2.46666  0.267
H -0.66397 -1.46255 2.78572  0.442
C -2.43504 -0.76471 -0.11811  -0.677
O -1.28125 -0.30089 -0.79263  -0.229
C -0.89317 -1.16429 -1.87057  -0.352
C 0.18060 -0.47778 -2.67185  -0.478
O 1.14725 -0.01588 -1.73168  -0.509
C 2.38933 0.36669 -2.31598  -0.811
H -2.48042 -1.86038 -0.10512  0.425
H -1.75601 -1.38046 -2.51432  0.393
H -0.51779 -2.09874 -1.42685  0.337
H -0.20937 0.36744 -3.25786  0.336
H 0.63340 -1.20039 -3.36504  0.386
H 2.93134 0.95129 -1.56644  0.258
H 2.96656 -0.53202 -2.56907  0.269
H 2.20850 0.98572 -3.20540  0.346
H -3.32580 -0.30188 -0.55686  0.333

Forces on atoms 1 to 6 (eV/Å):
-1.2 0.4 -3.0
0.2 -0.2 0.6
0.1 0.2 -0.3
0.3 0.2 0.0
0.1 0.1 1.2
0.2 -0.3 0.4

Computed properties:
- energy above the lowest of the compared OMol25 structures with the same formula, charge and spin (kcal per mole) = 28.0
- net charge = +1
- E_HOMO (alpha / beta) (eV) = -10.70 / -12.99
- multiplicity = 4
- frontier orbital gap (alpha / beta) (Ha) = 0.3117 / 0.2841

[6]
Formula: C5H5P
Source: the Open Molecules 2025 dataset
Level of theory: the ωB97M-V functional and the def2-TZVPD basis

Last column: Mulliken charge in e.
Element x y z (Å)
C -1.10781 -1.14317 -0.38247  -0.537
C -1.48573 0.02172 0.07288  -0.292
C -0.32248 0.06267 -0.78368  -0.238
C 1.16038 0.33071 -0.26638  -0.216
C 1.27611 0.63085 1.28940  -0.516
P 1.87708 -0.87931 0.90120  -0.145
H -1.29972 -2.12650 -0.57186  0.425
H -2.28152 0.52085 0.73452  0.300
H -0.51135 0.30670 -1.94299  0.260
H 1.74169 0.96883 -0.97348  0.419
H 0.95335 1.30664 1.92285  0.541

Forces on atoms 1 to 6 (eV/Å):
0.0 3.2 0.9
-2.4 -0.6 1.9
1.8 0.4 -3.4
-1.7 1.3 0.7
2.0 -5.3 -5.6
-0.1 1.3 0.8

Computed properties:
- energy above the lowest of the compared OMol25 structures with the same formula, charge and spin (kcal per mole) = 80.1
- net charge = 0
- E_HOMO (eV) = -8.91
- SMILES string = C1=CC1[C@H]1C=P1
- multiplicity = 1
- frontier orbital gap (Ha) = 0.3304

- Which formula does entry 3 have?
  C6H7N3O4S

- Which value of multiplicity does entry 3 give?
  1

- Number 5 is which compound?
  C8H16O4Pd